# 1
{
  "formula": "C5H7NO",
  "method": "ωB97M-V with the def2-TZVPD basis set",
  "species": ["O", "N", "C", "C", "C", "C", "C", "H", "H", "H", "H", "H", "H", "H"],
  "xyz": [[-0.6717, -0.3152, -2.2278], [0.8708, -1.2823, -0.8117], [-0.0614, 0.0471, 1.7257], [-1.6471, 0.4563, -0.3262], [0.4676, -0.4069, -1.8184], [-1.0212, 0.2825, 0.6809], [1.0509, -0.5405, 0.7927], [-0.4382, -0.6344, 2.5081], [-2.3963, 0.7283, -1.0170], [1.7724, 0.2379, 0.5682], [1.2575, 0.2545, -2.2070], [0.1766, 1.0004, 2.2516], [1.4394, -1.4615, 1.1700], [0.1060, -1.9601, -0.7581]],
  "forces_ev_per_angstrom": [[1.060, -0.791, -1.125], [-0.742, 1.151, 2.042], [0.021, -0.452, -0.954], [-1.027, 0.624, 1.364], [-0.376, 0.598, 0.239], [-1.524, 0.726, 0.054], [0.750, -0.937, -1.301], [0.284, -0.019, -0.552], [-0.030, -0.039, -0.433], [0.289, -0.354, 0.050], [0.049, 0.015, 0.177], [0.390, -0.662, -0.616], [0.790, -0.022, 0.581], [0.067, 0.161, 0.476]],
  "lowdin_charge": [-0.019, 0.041, -0.188, 0.090, -0.397, -0.177, -0.045, 0.115, 0.052, 0.098, 0.128, 0.126, 0.080, 0.099],
  "spin_multiplicity": 1,
  "homo_ev": -9.1,
  "orbital_gap_ha": 0.3640
}

***

# 2
{
  "formula": "C5H7NO",
  "method": "ωB97M-V with the def2-TZVPD basis set",
  "species": ["O", "N", "C", "C", "C", "C", "C", "H", "H", "H", "H", "H", "H", "H"],
  "xyz": [[0.6397, -0.0390, 2.4116], [-0.0157, 1.6312, 0.8399], [0.1985, -1.9976, -0.0817], [-0.3513, 1.7531, -0.3906], [0.0457, -0.5185, 0.0796], [-0.2909, 0.4159, -1.0339], [0.2873, 0.1561, 1.2567], [0.5078, 0.4877, -1.7955], [0.0621, 2.3885, 1.5128], [0.6694, -2.4137, 0.8143], [-0.7606, -2.5176, -0.2201], [-0.6075, 2.6997, -0.8568], [0.8301, -2.2525, -0.9437], [-1.2146, 0.2069, -1.5927]],
  "forces_ev_per_angstrom": [[-0.099, 0.011, -0.171], [-0.084, 0.084, -0.138], [0.034, -0.068, -0.008], [0.140, -0.144, 0.255], [0.113, 0.084, 0.150], [-0.024, 0.048, 0.061], [-0.062, 0.015, -0.226], [-0.109, -0.032, 0.013], [-0.030, -0.086, -0.117], [-0.067, 0.056, -0.134], [0.124, 0.103, 0.008], [0.064, -0.118, 0.075], [-0.063, 0.014, 0.127], [0.064, 0.032, 0.104]],
  "lowdin_charge": [-0.009, 0.171, -0.066, -0.053, -0.257, -0.141, -0.441, 0.142, 0.163, 0.079, 0.072, 0.134, 0.071, 0.134],
  "spin_multiplicity": 1,
  "homo_ev": [-7.1, -7.1],
  "orbital_gap_ha": [0.2665, 0.2665]
}

***

# 3
{
  "formula": "C5H7NO",
  "method": "ωB97M-V with the def2-TZVPD basis set",
  "species": ["O", "N", "C", "C", "C", "C", "C", "H", "H", "H", "H", "H", "H", "H"],
  "xyz": [[-1.2999, -0.7355, 1.9554], [1.6393, 1.4257, -0.0767], [-1.2990, -0.5010, -0.3679], [-0.0979, -0.3230, -0.3703], [1.2790, 0.0213, -0.2770], [1.7158, 0.8646, -1.4131], [-2.1519, -0.7592, 0.8048], [2.7039, 0.6941, -1.8205], [0.7980, 1.9859, 0.0493], [-0.6032, -1.3938, 1.8035], [0.9229, 1.0995, -2.1216], [-2.8810, 0.0417, 0.9485], [-2.6714, -1.7197, 0.6946], [1.9455, -0.7006, 0.1911]],
  "forces_ev_per_angstrom": [[-0.512, -0.478, 0.405], [-0.046, 0.171, 0.047], [0.620, -0.113, 0.448], [-0.172, 0.025, -0.363], [0.052, -0.280, -0.187], [0.243, 0.131, -0.394], [-0.200, -0.011, 0.087], [0.013, 0.236, 0.016], [0.160, -0.111, -0.099], [-0.339, 0.268, 0.082], [0.307, 0.047, 0.031], [-0.008, -0.207, 0.002], [-0.045, 0.197, 0.152], [-0.072, 0.125, -0.228]],
  "lowdin_charge": [-0.083, 0.041, 0.013, -0.015, -0.323, -0.140, -0.273, 0.104, 0.104, 0.087, 0.114, 0.117, 0.112, 0.143],
  "spin_multiplicity": 1,
  "homo_ev": -9.3,
  "orbital_gap_ha": 0.3731
}

***

# 4
{
  "formula": "C5H7NO",
  "method": "ωB97M-V with the def2-TZVPD basis set",
  "species": ["O", "N", "C", "C", "C", "C", "C", "H", "H", "H", "H", "H", "H", "H"],
  "xyz": [[-1.2462, -1.2601, 0.1664], [-1.1700, 0.6631, -1.1165], [-0.0705, -0.9030, 0.9158], [1.0411, -0.2680, 0.0695], [0.1079, 0.8536, -1.3739], [-1.8239, -0.2485, -0.5277], [0.9275, 1.2541, -0.1721], [0.9070, -0.6035, -0.9957], [0.2746, -1.8467, 1.3450], [-2.9095, -0.3054, -0.5603], [2.0436, -0.6167, 0.3271], [-0.3900, -0.2499, 1.7413], [1.8958, 1.6994, -0.4216], [0.4126, 1.8318, 0.6027]],
  "forces_ev_per_angstrom": [[-0.116, -0.060, -0.167], [0.175, -0.120, 0.081], [0.330, 0.054, -0.002], [0.102, -0.178, 0.216], [-0.640, 0.916, -0.186], [0.012, 0.254, -0.014], [-0.054, 0.042, -0.206], [0.295, -0.896, 0.365], [-0.048, 0.145, -0.104], [0.203, 0.078, 0.038], [-0.165, 0.198, 0.220], [0.154, -0.058, -0.230], [-0.307, -0.106, 0.003], [0.058, -0.269, -0.016]],
  "lowdin_charge": [-0.067, 0.053, -0.154, -0.194, -0.071, -0.213, -0.181, 0.107, 0.124, 0.131, 0.125, 0.130, 0.100, 0.109],
  "spin_multiplicity": 1,
  "homo_ev": -8.0,
  "orbital_gap_ha": 0.3291
}

***

# 5
{
  "formula": "C5H7NO",
  "method": "ωB97M-V with the def2-TZVPD basis set",
  "species": ["O", "N", "C", "C", "C", "C", "C", "H", "H", "H", "H", "H", "H", "H"],
  "xyz": [[1.2166, -3.1586, -0.4809], [0.2019, -0.5510, -0.0856], [0.2992, 0.1935, -1.1268], [-0.8842, 1.0720, 1.2540], [-0.4864, -0.2373, 1.0860], [-0.6804, 1.9708, 0.0810], [-0.2813, 1.4076, -1.1019], [1.0506, -0.2079, -1.9223], [-0.4760, -1.1349, 1.8203], [1.9330, -3.4847, 0.3261], [-0.5306, 2.0464, -2.0095], [0.9381, -2.2569, -0.2287], [-0.9362, 3.0040, 0.1011], [-1.3644, 1.3371, 2.2871]],
  "forces_ev_per_angstrom": [[3.266, -1.865, 3.416], [-0.390, -2.211, 2.921], [2.264, -2.031, -1.305], [-0.280, 1.092, 0.453], [1.636, -0.901, -1.510], [-1.136, -2.644, 2.489], [-1.519, 4.269, -1.774], [-1.891, 0.858, 0.992], [-0.469, 2.053, -1.112], [-3.268, 1.640, -3.611], [1.160, -0.925, 0.977], [0.026, 0.143, 0.153], [-0.446, 0.478, 0.207], [1.048, 0.044, -2.295]],
  "lowdin_charge": [-0.191, -0.002, -0.189, -0.056, -0.121, -0.048, -0.117, 0.158, 0.139, 0.140, 0.131, -0.061, 0.088, 0.129],
  "spin_multiplicity": 1,
  "homo_ev": -9.9,
  "orbital_gap_ha": 0.3841
}

***

# 6
{
  "formula": "C5H7NO",
  "method": "ωB97M-V with the def2-TZVPD basis set",
  "species": ["O", "N", "C", "C", "C", "C", "C", "H", "H", "H", "H", "H", "H", "H"],
  "xyz": [[0.0587, 0.6381, 0.9784], [-0.9514, -1.2070, -0.2286], [0.8748, 1.4572, 0.1050], [-0.1833, -0.2353, -0.0928], [2.0450, 0.6951, -0.4217], [-2.0032, -1.5066, 0.7211], [0.6817, 0.5211, -1.0490], [0.4159, 0.7221, -2.0769], [-2.1065, -2.5894, 0.8670], [0.8004, 2.5376, 0.1978], [-2.9123, -1.1662, 0.2107], [2.7567, 1.2515, -1.0308], [2.4537, -0.1393, 0.1405], [-1.9302, -0.9788, 1.6794]],
  "forces_ev_per_angstrom": [[0.023, -0.114, 0.105], [0.192, 0.373, -0.118], [0.161, 0.242, 0.010], [-0.221, -0.124, -0.304], [0.118, -0.115, 0.061], [-0.199, 0.101, -0.071], [-0.183, -0.063, -0.234], [0.168, -0.080, 0.062], [0.181, 0.320, 0.040], [-0.080, -0.333, -0.052], [-0.086, -0.156, 0.309], [-0.181, -0.044, 0.226], [0.015, 0.186, 0.036], [0.094, -0.194, -0.069]],
  "lowdin_charge": [0.027, 0.058, -0.211, -0.359, -0.037, -0.117, -0.107, 0.139, 0.074, 0.150, 0.079, 0.112, 0.116, 0.075],
  "spin_multiplicity": 1,
  "homo_ev": -9.4,
  "orbital_gap_ha": 0.3846
}

***

# 7
{
  "formula": "C5H7NO",
  "method": "ωB97M-V with the def2-TZVPD basis set",
  "species": ["O", "N", "C", "C", "C", "C", "C", "H", "H", "H", "H", "H", "H", "H"],
  "xyz": [[-1.0803, -2.4378, -0.5719], [-0.5330, -0.1099, -0.6802], [-1.0010, -0.7131, 1.3138], [1.7378, 1.0320, -0.7113], [-0.9016, -1.3779, -0.0647], [-0.3528, 0.5124, 0.6543], [0.9174, 0.0368, 0.0622], [1.2427, 1.9695, -1.0292], [-0.4361, -1.1703, 2.1251], [2.5830, 1.3019, -0.0692], [-2.0612, -0.5999, 1.5743], [-0.7842, 0.3130, -1.5668], [2.1661, 0.5523, -1.5985], [-0.7021, 1.5364, 0.7978]],
  "forces_ev_per_angstrom": [[-0.056, 0.586, 0.287], [-0.107, -0.195, -0.326], [0.022, -0.101, 0.122], [0.107, 0.088, -0.052], [-0.259, -0.548, -0.224], [0.044, 0.139, 0.118], [0.107, 0.265, 0.085], [-0.038, -0.131, 0.081], [-0.079, 0.015, -0.139], [-0.085, 0.029, -0.097], [0.126, 0.032, -0.042], [0.130, -0.103, 0.095], [-0.038, 0.099, 0.139], [0.126, -0.176, -0.046]],
  "lowdin_charge": [0.142, 0.052, -0.029, -0.142, -0.403, -0.251, -0.142, 0.066, 0.120, 0.071, 0.122, 0.179, 0.068, 0.146],
  "spin_multiplicity": 1,
  "homo_ev": -7.7,
  "orbital_gap_ha": 0.3120
}

***

# 8
{
  "formula": "C5H7NO",
  "method": "ωB97M-V with the def2-TZVPD basis set",
  "species": ["O", "N", "C", "C", "C", "C", "C", "H", "H", "H", "H", "H", "H", "H"],
  "xyz": [[1.6618, 1.1490, -1.1758], [-0.5667, 0.4230, -0.7689], [-0.0576, 1.2312, 1.0681], [0.9175, 0.3250, -0.6753], [-1.1452, -0.7843, -0.5967], [1.0704, -0.9908, -0.0959], [-0.1441, -1.6502, -0.1318], [-0.9685, 1.1945, -1.2862], [-2.2192, -0.9085, -0.6082], [-0.6975, 2.0917, 0.8777], [-0.3230, -2.6707, 0.1852], [2.0359, -1.4041, 0.1633], [-0.5137, 0.4655, 1.6920], [0.9499, 1.5287, 1.3524]],
  "forces_ev_per_angstrom": [[-0.182, -0.182, 0.105], [0.003, 0.026, -0.162], [-0.038, 0.107, 0.228], [0.042, -0.017, 0.041], [0.036, 0.049, 0.114], [-0.020, -0.002, -0.048], [0.012, 0.026, -0.001], [0.027, -0.089, 0.084], [0.172, -0.005, -0.013], [0.110, -0.167, -0.036], [0.038, 0.165, -0.055], [-0.154, 0.073, -0.035], [0.085, 0.091, -0.143], [-0.131, -0.076, -0.079]],
  "lowdin_charge": [0.020, 0.027, 0.104, -0.547, -0.142, -0.024, -0.089, 0.167, 0.108, 0.047, 0.104, 0.112, 0.059, 0.055],
  "spin_multiplicity": 1,
  "homo_ev": [-7.6, -7.6],
  "orbital_gap_ha": [0.2807, 0.2806]
}

***

# 9
{
  "formula": "C5H7NO",
  "method": "ωB97M-V with the def2-TZVPD basis set",
  "species": ["O", "N", "C", "C", "C", "C", "C", "H", "H", "H", "H", "H", "H", "H"],
  "xyz": [[1.3589, 0.4534, -0.3581], [1.4559, -1.6298, 0.7258], [-0.9383, 0.8333, 0.1597], [0.8185, -0.5567, 0.3005], [-0.5381, -0.5185, 0.6905], [0.3099, 1.4906, -0.3972], [-1.4071, -0.3947, -0.5466], [-2.4359, -0.7230, -0.4296], [0.6802, -2.0443, 1.2714], [2.4095, -1.9213, 0.5651], [0.6679, 2.3010, 0.2431], [-0.9986, -0.5703, -1.5463], [0.2331, 1.8365, -1.4298], [-1.6158, 1.4437, 0.7515]],
  "forces_ev_per_angstrom": [[-0.131, -0.265, 0.285], [-0.194, 0.078, -0.062], [-0.189, 0.370, -0.251], [-0.211, -0.038, 0.248], [-0.063, 0.321, 0.199], [-0.150, 0.237, -0.068], [-0.330, 0.154, -0.279], [0.092, 0.124, -0.075], [1.331, -0.887, -0.001], [-0.302, 0.029, 0.061], [-0.089, -0.056, -0.110], [-0.024, -0.009, 0.207], [0.144, -0.054, 0.048], [0.118, -0.004, -0.203]],
  "lowdin_charge": [0.041, 0.195, -0.267, -0.432, -0.163, -0.086, -0.105, 0.088, 0.121, 0.126, 0.124, 0.109, 0.122, 0.128],
  "spin_multiplicity": 1,
  "homo_ev": -7.3,
  "orbital_gap_ha": 0.3024
}

***

# 10
{
  "formula": "C5H7NO",
  "method": "ωB97M-V with the def2-TZVPD basis set",
  "species": ["O", "N", "C", "C", "C", "C", "C", "H", "H", "H", "H", "H", "H", "H"],
  "xyz": [[0.6367, -1.8102, 0.7872], [0.4625, 2.1442, -0.3718], [-0.9830, 0.0956, -0.6020], [1.0908, -0.8721, 0.2640], [-1.9432, -0.4263, 0.4328], [2.0579, 0.0473, -0.0881], [-0.3818, 1.3046, -0.5155], [-1.7098, -1.4743, 0.6574], [-1.0598, -0.3198, -1.6071], [2.9006, 0.0706, 0.6007], [-1.8679, 0.1381, 1.3671], [1.3892, 1.3348, -0.0951], [2.3128, 0.0367, -1.1477], [-2.9822, -0.3795, 0.0874]],
  "forces_ev_per_angstrom": [[0.393, 0.790, -0.452], [-0.578, -0.507, -0.081], [-0.017, 0.124, -0.068], [-0.084, -0.489, 0.365], [-0.035, -0.014, 0.081], [-0.004, -0.265, 0.019], [0.536, 0.230, 0.097], [-0.059, 0.154, -0.038], [0.033, 0.085, 0.124], [-0.134, -0.047, -0.057], [-0.004, -0.069, -0.141], [-0.129, 0.016, -0.030], [-0.081, -0.005, 0.139], [0.162, -0.004, 0.043]],
  "lowdin_charge": [0.163, 0.106, -0.204, -0.204, -0.114, -0.077, -0.259, 0.063, 0.111, 0.094, 0.084, 0.060, 0.104, 0.074],
  "spin_multiplicity": 1,
  "homo_ev": -8.4,
  "orbital_gap_ha": 0.3284
}

***

ΔE to the lowest compared entry with this formula, charge and spin readings, ordered: 102.7, 36.9, 98.8, 90.6, 45.6, 61.9, 97.8, 80.9, 79.5, 84.0 kcal/mol